Record 1
The following is a DFT calculation (ωB97M-V/def2-TZVPD) of a 2-piece molecular cluster, C5H11NO overall at a distorted geometry.

* HOMO energy: -0.3642 Ha
* lowest unoccupied orbital energy: -0.0946 eV
* SMILES string: [H]/N=C(/C)C=O.CC
* gap between HOMO and LUMO: 9.815 eV
* strongest force on any atom: 3.43 eV Å⁻¹
* energy relative to the best compared isomer or geometry (same formula, charge and spin): 2.1282 eV

```
18
Properties=species:S:1:pos:R:3:lowdin_charge:R:1
C 1.474 -1.445 1.275 -0.06
C 1.494 -0.473 0.139 -0.39
C 0.627 -0.796 -1.156 -0.24
N 2.246 0.569 0.128 0.15
O 0.826 -0.122 -2.155 0.04
H 2.160 1.025 -0.797 0.06
H 0.235 -1.824 -1.147 0.12
H 0.487 -1.431 1.746 0.08
H 2.215 -1.168 2.029 0.08
H 1.675 -2.455 0.908 0.08
C -1.498 1.747 -0.073 -0.16
C -1.892 0.292 -0.203 -0.16
H -2.381 2.386 0.027 0.07
H -0.918 2.057 -0.948 0.07
H -0.869 1.894 0.812 0.07
H -2.594 -0.009 0.579 0.07
H -2.349 0.094 -1.175 0.08
H -0.938 -0.340 0.012 0.05
```

***

Record 2
The following is a DFT calculation (ωB97M-V/def2-TZVPD) of an isolated ion of composition C6H10NO and charge +1 at a distorted geometry.

* HOMO energy: -0.4955 Ha
* lowest unoccupied orbital energy: -3.0062 eV
* SMILES string: CC1=C(C)[N@H+]2C[C@H]2O1
* net charge: +1
* gap between HOMO and LUMO: 10.476 eV
* strongest force on any atom: 5.03 eV Å⁻¹
* energy relative to the best compared isomer or geometry (same formula, charge and spin): 2.5360 eV

```
18
Properties=species:S:1:pos:R:3:lowdin_charge:R:1
C -0.041 -0.634 -0.138 -0.22
C -0.501 0.615 -0.526 -0.14
C 1.338 0.383 1.717 0.03
C -0.046 0.897 1.666 -0.18
C 0.454 -1.699 -0.977 -0.02
C -1.298 1.154 -1.739 0.02
N 0.303 -0.529 1.279 0.04
O -0.595 1.487 0.587 0.04
H 2.112 0.406 0.789 0.21
H 1.790 0.323 2.686 0.13
H -0.682 1.156 2.649 0.24
H 1.614 -1.644 -0.972 0.14
H 0.008 -1.679 -1.940 0.08
H 0.067 -2.677 -0.654 0.10
H -0.929 0.819 -2.781 0.12
H -1.396 2.292 -1.588 0.12
H -2.323 0.789 -1.688 0.08
H 0.125 -1.463 1.633 0.20
```

***

Record 3
The following is a DFT calculation (ωB97M-V/def2-TZVPD) of C32H26IrN7O11Si as an isolated structure at a distorted geometry.

* HOMO energy (alpha / beta): -0.1844 / -0.2132 Ha
* lowest unoccupied orbital energy (alpha / beta): 1.9087 / 0.7034 eV
* net charge: -1
* gap between HOMO and LUMO (alpha / beta): 6.925 / 6.505 eV
* multiplicity: 6
* strongest force on any atom: 2.73 eV Å⁻¹
* energy relative to the best compared isomer or geometry (same formula, charge and spin): 2.3117 eV

```
78
Properties=species:S:1:pos:R:3:lowdin_charge:R:1
Ir 0.148 -0.859 0.052 1.64
O 2.442 -0.638 -0.028 -0.20
N 3.050 -1.739 -0.113 0.00
N 2.325 -2.687 -0.579 -0.21
O 1.075 -2.493 -0.957 -0.23
C 2.821 -4.026 -0.604 -0.16
C 1.896 -5.055 -0.676 0.01
C 2.361 -6.362 -0.687 -0.07
C 3.720 -6.629 -0.628 -0.10
C 4.628 -5.580 -0.552 -0.09
C 4.187 -4.268 -0.540 -0.02
H 0.841 -4.826 -0.698 0.10
H 1.646 -7.173 -0.732 0.11
H 4.074 -7.651 -0.633 0.10
H 5.689 -5.783 -0.500 0.10
H 4.879 -3.442 -0.474 0.11
O -3.290 0.981 -2.142 0.07
C -2.643 0.183 -1.511 -0.49
O -1.408 0.472 -1.086 -0.18
C -3.246 -1.165 -1.221 -0.02
C -4.559 -1.274 -1.639 0.07
C -5.269 -2.453 -1.504 -0.15
C -4.660 -3.590 -1.008 0.08
C -3.353 -3.519 -0.603 -0.04
C -2.597 -2.287 -0.578 -0.27
O -1.484 -2.267 0.010 -0.14
N -2.750 -4.787 -0.188 -0.35
O -3.501 -5.732 -0.018 0.05
O -1.551 -4.860 -0.070 0.09
N -6.654 -2.514 -1.926 -0.37
O -7.238 -3.577 -1.822 0.06
O -7.166 -1.500 -2.362 0.06
H -5.027 -0.411 -2.087 0.13
H -5.192 -4.529 -0.954 0.13
O 0.499 -1.811 1.947 -0.30
N 1.595 -1.908 2.667 -0.01
C 2.135 -0.830 3.147 -0.30
C 1.575 0.497 3.036 0.01
N 1.373 2.898 2.904 0.16
C 3.375 -1.084 3.830 -0.18
N 4.368 -1.287 4.373 0.15
C -2.427 2.007 1.815 -0.07
C -2.044 2.932 0.653 -0.59
C -1.554 4.284 1.205 -0.09
C -3.257 3.220 -0.231 -0.08
Si -0.640 2.072 -0.283 0.56
O 0.310 1.097 0.527 -0.43
C 1.944 3.632 2.114 -0.10
C 2.186 1.703 3.160 -0.23
C 3.506 2.017 3.605 0.00
C 4.254 3.197 3.440 -0.10
C 4.089 4.233 2.534 -0.10
C 2.988 4.286 1.616 -0.08
C -0.025 2.789 -1.889 -0.20
C -0.142 4.136 -2.228 -0.09
C 0.391 4.626 -3.413 -0.09
C 1.041 3.765 -4.282 -0.09
C 1.168 2.420 -3.962 -0.08
C 0.649 1.938 -2.772 -0.07
H -3.281 2.436 2.349 0.09
H -1.602 1.894 2.521 0.07
H -2.713 1.011 1.471 0.08
H -2.321 4.675 1.882 0.09
H -1.420 5.023 0.415 0.06
H -0.625 4.199 1.775 0.05
H -3.999 3.748 0.380 0.09
H -3.711 2.337 -0.636 0.05
H -2.997 3.870 -1.070 0.08
H 0.544 0.515 2.715 0.08
H 3.988 1.245 4.188 0.08
H 5.165 3.237 4.026 0.10
H 4.875 4.976 2.466 0.09
H 3.003 4.767 0.652 0.10
H -0.650 4.821 -1.562 0.08
H 0.296 5.676 -3.658 0.10
H 1.453 4.142 -5.210 0.10
H 1.678 1.747 -4.638 0.10
H 0.766 0.892 -2.524 0.10
```

***

Record 4
The following is a DFT calculation (ωB97M-V/def2-TZVPD) of a 11-piece molecular cluster, C4H29NO13 overall at a distorted geometry.

* HOMO energy: -0.3710 Ha
* lowest unoccupied orbital energy: -0.0507 eV
* SMILES string: N[C@@H](CO)CC(=O)O.O.O.O.O.O.O.O.O.O.O
* gap between HOMO and LUMO: 10.044 eV
* strongest force on any atom: 6.35 eV Å⁻¹
* energy relative to the best compared isomer or geometry (same formula, charge and spin): 5.3493 eV

```
47
Properties=species:S:1:pos:R:3:lowdin_charge:R:1
C 2.770 -1.457 -0.588 -0.20
O 2.920 -2.465 -1.549 -0.03
C 1.244 -1.412 0.021 -0.33
C 1.067 -0.507 1.164 -0.10
C 0.092 -1.116 2.182 -0.50
O -1.106 -0.411 2.349 0.06
O 0.452 -1.874 2.984 0.16
N 0.435 -0.818 -1.130 0.01
H 3.323 -1.798 0.422 0.17
H 3.018 -0.581 -1.106 0.06
H 2.406 -2.300 -2.281 0.03
H 0.929 -2.453 0.156 0.13
H 0.549 0.533 0.803 0.15
H 2.061 -0.348 1.647 0.12
H -1.793 -0.978 2.667 0.11
H -0.530 -0.658 -0.657 0.11
H 0.180 -1.477 -1.944 0.11
H -3.399 0.701 -1.413 0.05
H -3.989 0.310 -0.049 0.05
O -4.021 0.019 -1.005 -0.10
H -1.057 -0.222 -3.719 0.00
H -1.487 0.763 -2.675 -0.10
O -1.563 -0.060 -2.991 0.02
H 2.320 1.885 -2.440 0.11
H 1.635 0.690 -1.397 0.01
O 1.925 1.627 -1.555 -0.10
H -2.051 2.270 1.166 0.14
H -1.746 0.630 1.178 0.00
O -2.193 1.332 0.668 -0.12
H 1.553 2.519 1.223 0.11
H 2.167 1.823 2.358 0.00
O 1.352 2.298 2.255 -0.11
H 3.076 1.641 -0.240 0.05
H 4.257 0.754 0.392 0.06
O 3.593 1.452 0.657 -0.14
H -1.161 -3.950 2.089 0.03
H -1.926 -3.371 0.779 0.03
O -1.163 -3.318 1.404 -0.04
H 0.096 4.560 1.164 0.02
H -0.278 3.504 2.169 -0.03
O -0.587 4.019 1.487 0.00
H -0.483 2.201 -1.934 0.00
H -1.600 1.943 -0.818 0.01
O -1.387 2.144 -1.755 -0.04
H -3.026 -3.318 -1.112 0.04
H -3.531 -1.892 -0.671 0.05
O -3.344 -2.836 -0.355 -0.08
```

***

Record 5
The following is a DFT calculation (ωB97M-V/def2-TZVPD) of the molecule C5H8O at a distorted geometry.

* HOMO energy: -0.3603 Ha
* lowest unoccupied orbital energy: 1.0394 eV
* SMILES string: O[C@H]1C[C@H]2C[C@H]21
* gap between HOMO and LUMO: 10.843 eV
* strongest force on any atom: 2.06 eV Å⁻¹
* energy relative to the best compared isomer or geometry (same formula, charge and spin): 2.6320 eV

```
14
Properties=species:S:1:pos:R:3:lowdin_charge:R:1
O 1.939 0.808 -0.143 -0.01
C 0.634 0.848 0.376 -0.35
C -0.595 0.959 -0.581 -0.07
C -1.175 -0.359 0.004 -0.19
C -0.142 -1.419 -0.245 -0.07
C 0.036 -0.416 0.870 -0.22
H 1.972 0.134 -0.836 0.08
H 0.647 1.589 1.171 0.15
H -0.361 0.974 -1.652 0.11
H -1.196 1.832 -0.325 0.11
H -2.211 -0.479 0.312 0.13
H 0.362 -1.397 -1.214 0.11
H 0.089 -2.250 0.390 0.10
H -0.001 -0.827 1.873 0.14
```

***

Record 6
The following is a DFT calculation (ωB97M-V/def2-TZVPD) of the molecule C6H10 at a distorted geometry.

* HOMO energy: -0.3384 Ha
* lowest unoccupied orbital energy: 1.2063 eV
* SMILES string: C1C[C@@H]2C[C@@H]2C1
* gap between HOMO and LUMO: 10.413 eV
* strongest force on any atom: 3.51 eV Å⁻¹
* energy relative to the best compared isomer or geometry (same formula, charge and spin): 1.9804 eV

```
16
Properties=species:S:1:pos:R:3:lowdin_charge:R:1
C -0.321 -1.217 0.977 -0.09
C -0.445 -1.031 -0.513 -0.25
C -1.051 0.301 -0.941 -0.16
C -0.219 1.415 -0.180 -0.13
C 1.167 0.715 0.322 -0.15
C 0.858 -0.735 0.167 -0.32
H -0.828 -0.518 1.646 0.11
H -0.254 -2.230 1.363 0.10
H -0.565 -1.902 -1.150 0.13
H -0.984 0.393 -2.038 0.10
H -2.132 0.367 -0.714 0.11
H -0.810 1.815 0.643 0.08
H -0.071 2.256 -0.888 0.10
H 1.879 0.492 1.286 0.16
H 1.984 1.152 -0.242 0.07
H 1.791 -1.273 0.262 0.13
```